(1)
Here is a cluster of 3 separate species, C26H57N7O6P3 in total from the OMol25 dataset. Energies are from ωB97M-V/def2-TZVPD.

```
99
Properties=species:S:1:pos:R:3:forces:R:3
P -4.9857 -4.0031 2.7203 1.43 -7.68 -2.30
P 5.4437 5.5948 -5.2685 0.53 0.39 -1.20
P 1.7226 -1.1395 2.4168 -8.06 1.72 -0.64
O 1.5955 -1.7691 1.0079 4.64 -0.37 0.54
O 2.7206 4.0618 -2.2606 3.28 3.26 -6.26
O 3.0293 6.2456 -3.2259 1.45 -5.74 -1.65
O 1.9131 3.7042 -5.5074 -4.01 -1.47 -0.14
O -3.8383 -4.1862 3.7437 -0.82 4.52 0.66
O 4.7818 6.8429 -6.3436 -0.67 -1.76 0.48
N 0.6587 -2.3134 3.0537 -0.40 -2.29 0.55
N 2.9835 4.4541 -5.8235 3.20 3.56 -0.47
N 1.8687 -0.4157 4.0365 2.62 -0.93 -0.25
N -4.0212 -4.6614 1.4434 1.16 -0.02 -1.62
N -6.3048 -3.7925 1.5438 -0.12 2.43 1.31
N 0.8738 0.2823 1.9145 -0.28 1.79 -0.48
N -5.8989 -5.2137 3.5051 -1.21 -0.72 1.90
C 1.0900 0.6084 4.6997 0.30 1.23 -0.40
C -0.4373 -2.1835 3.9913 0.19 0.37 0.46
C 7.3660 2.8051 -1.2329 -3.25 -1.57 -1.26
C 4.0312 4.4112 -4.6910 -1.86 -0.75 1.34
C 6.7545 3.2349 -2.6935 -2.49 -3.40 2.35
C 5.2537 0.9137 -0.8562 1.31 2.50 -2.08
C 2.7685 -1.1142 4.9465 0.01 -0.29 -0.15
C 6.6113 1.6624 -0.2919 -1.02 1.43 -3.85
C -6.4582 -4.8085 4.7983 0.56 0.06 0.33
C -6.5737 -4.4480 0.2816 0.74 0.47 -1.04
C -3.9743 -6.0913 1.1505 -0.47 -0.08 0.04
C 5.3711 2.5004 -3.2022 0.54 -1.08 2.63
C 3.2514 4.9071 -3.3397 -3.42 1.83 5.90
C 6.1775 6.5871 -3.8076 -0.77 1.37 0.82
C 0.7270 4.0522 -6.3046 -1.80 -0.19 0.10
C 1.2604 0.7699 0.5730 0.39 -0.06 -0.04
C -2.6171 -4.1973 1.4510 -0.12 0.37 0.15
C -7.4336 -3.0000 2.0163 0.02 0.02 0.34
C 4.6631 2.9013 -4.6245 1.38 -0.25 -0.14
C -0.5890 3.7509 -5.3172 1.75 -0.21 0.42
C 4.6024 1.3096 -2.3143 4.02 2.07 1.86
C -0.1897 4.3825 -3.8474 -0.82 -0.46 0.52
C 1.2366 -3.6557 3.1701 0.03 -0.10 -0.66
C -0.5805 0.3955 1.9838 -0.02 -0.17 0.45
C -1.5206 4.7374 -2.9049 1.33 -0.14 -0.79
C -6.6898 -6.2990 2.9629 -0.31 0.29 -0.54
H -6.9040 -5.4807 0.4094 0.12 -0.07 0.17
H 3.5098 -1.6931 4.3853 -0.12 0.00 0.09
H 0.4802 5.3504 -3.9736 -1.24 -2.20 0.44
H -5.7122 -4.4227 -0.3911 0.01 -0.17 0.27
H -7.3747 -3.9437 -0.2740 0.05 0.21 0.36
H 1.8149 -3.9196 2.2791 -0.03 0.23 0.05
H 0.6385 5.1814 -6.5992 0.73 -1.83 0.73
H -2.2160 3.7962 -2.9708 1.02 1.99 0.35
H -0.9343 1.3270 1.5210 0.43 -0.20 -0.16
H 0.7643 0.2049 -0.2269 0.12 0.01 0.06
H 3.8929 2.0805 -4.9467 1.26 1.76 0.92
H 7.3207 6.3393 -3.7453 -2.26 0.41 -0.08
H 8.3493 3.3401 -0.8398 -2.36 -1.32 -0.89
H -7.8444 -2.3629 1.2262 0.08 -0.08 0.04
H 4.7012 0.0924 -0.1908 1.43 2.01 -1.60
H 1.9031 -3.7227 4.0349 0.00 -0.21 0.22
H -3.2263 -6.3198 0.3790 0.05 0.39 0.28
H -5.7258 -4.2542 5.3934 0.01 -0.01 -0.24
H 5.5299 2.8694 -5.4453 -1.84 0.09 1.69
H -2.1558 -4.3239 0.4647 -0.31 -0.07 0.04
H -7.1209 -2.3279 2.8226 -0.09 -0.12 -0.04
H -1.1014 4.9019 -1.8203 -1.08 -0.33 -2.07
H -1.0666 -1.3189 3.8066 0.23 0.17 -0.04
H -6.2117 -6.8134 2.1355 0.08 0.26 -0.12
H 6.0531 7.7438 -4.0465 0.27 -2.41 0.37
H -6.7524 -5.6712 5.4075 0.03 0.00 -0.26
H 0.3713 3.5156 -3.2578 -0.75 2.34 -1.37
H 7.1106 1.4450 0.7659 -1.42 0.34 -2.58
H -6.8340 -7.0867 3.7133 0.10 0.38 0.17
H -1.0863 -0.4455 1.4893 -0.09 0.02 0.01
H 0.0974 0.2571 4.9882 -0.06 -0.14 -0.16
H -3.7401 -6.6900 2.0417 0.00 -0.07 -0.05
H -1.1264 -3.0331 3.9031 0.34 -0.06 -0.13
H 2.6358 5.4585 -5.7719 0.68 -1.15 0.14
H -0.9322 0.4790 3.0101 -0.04 -0.22 0.12
H -2.0078 -4.7476 2.1797 -0.04 0.12 -0.01
H 7.2334 4.0342 -3.4084 -0.94 -1.79 1.73
H 1.5702 0.9449 5.6276 0.26 -0.29 -0.15
H -2.5593 -3.1326 1.6942 0.04 -0.16 0.02
H -8.2343 -3.6391 2.4004 -0.19 -0.02 -0.04
H -1.5808 4.1876 -5.7731 1.98 -0.92 0.79
H 2.3411 0.6909 0.4255 -0.19 0.02 -0.03
H -7.6821 -5.9708 2.6412 -0.30 -0.10 -0.11
H 3.3331 -0.4187 5.5761 -0.07 -0.01 -0.08
H 0.9932 1.5136 4.0943 -0.13 -0.28 -0.11
H -7.3350 -4.1685 4.6638 -0.26 -0.04 0.13
H 0.4653 -4.4283 3.2698 -0.05 0.25 0.06
H -2.0285 5.7263 -3.2942 0.75 -2.09 0.84
H 4.2946 6.4040 -7.1113 1.13 0.53 1.64
H 0.6286 3.4342 -7.3080 0.54 1.07 1.96
H 0.9987 1.8272 0.4485 0.01 -0.15 0.26
H -4.9033 -6.4451 0.7082 -0.16 -0.06 0.16
H -0.0952 -2.1488 5.0294 -0.08 0.01 0.34
H 5.5963 6.4159 -2.7885 1.28 0.19 -2.17
H -0.6176 2.5768 -5.1766 -0.38 2.39 -0.45
H 2.2204 -1.8047 5.5945 -0.02 -0.04 0.20
H 3.6178 0.7729 -2.7226 2.47 1.49 1.06
```
Forces are in eV/Å.

Gap between HOMO and LUMO = 4.05 eV
Net charge = -1
ΔE to the lowest compared entry with this formula, charge and spin = 755.09 kJ/mol

Results of the Mulliken charge analysis, in e, for atoms 1 through 4:
1. P 0.81
2. P 0.09
3. P 0.75
4. O -0.78


(2)
Here is a structure of composition C26H58B2BrClN3O8P2S from the OMol25 dataset. Energies are from ωB97M-V/def2-TZVPD.

```
102
Properties=species:S:1:pos:R:3:forces:R:3
Br -0.0280 2.7855 1.0374 0.64 -0.32 0.00
Cl -2.1843 -0.0334 3.7222 0.34 0.03 0.29
S 1.9182 -1.4714 5.9260 0.09 0.09 0.34
P -2.7274 2.4185 2.0908 -0.71 2.63 -1.86
P -3.3235 -1.2763 1.2606 -1.26 0.03 1.23
O 4.2347 2.6907 -7.9143 -0.10 0.03 0.00
O 0.7245 -1.0817 2.1104 0.73 0.48 0.22
O 2.1779 1.1347 -0.5528 0.30 -1.20 0.08
O 2.8257 3.9584 -9.1463 -0.01 -0.04 0.08
O 2.6908 1.3311 1.7234 0.36 -0.58 -0.09
O 2.4039 -5.2116 -0.8322 -0.01 0.52 0.14
O 2.0388 2.9331 -7.4161 -0.05 -0.02 -0.07
O -1.2592 -1.3319 -1.8479 1.22 -0.16 -0.09
N 3.7369 -2.8121 0.9084 -0.36 0.47 -0.50
N -0.4041 0.9414 -2.0228 -1.83 -1.14 -0.34
N -1.7238 0.9165 2.2791 -0.94 -1.54 0.11
C -5.4167 1.4667 2.8357 -0.11 0.06 -0.46
C -2.4587 -2.8283 1.7853 -0.04 0.53 -0.76
C 3.9337 4.3451 -9.9657 0.10 0.10 -0.19
C -4.0342 -1.6539 -0.3933 0.65 0.16 -0.52
C -4.5049 2.1092 1.7573 -0.20 -1.41 1.62
C -0.2791 0.5653 -3.4475 0.08 0.99 0.25
C 2.2119 2.0971 -6.2667 0.06 -0.14 0.36
C 1.2930 0.7383 4.4288 -0.39 -0.50 0.37
C -0.6866 -0.3288 0.3890 0.15 -0.24 0.25
C 0.3870 1.6364 3.5799 0.09 -0.68 0.41
C 0.6277 -0.4329 5.1512 0.38 -0.22 -0.20
C 2.8843 2.8383 -5.1291 0.11 0.17 -0.07
C -3.3110 -3.6045 2.7774 0.65 -0.03 0.29
C 2.3570 -2.3474 0.7694 0.85 0.03 0.47
C 3.7004 -5.7781 1.1250 -0.68 0.41 0.20
C -2.0655 0.0660 1.0416 1.42 -0.56 -1.79
C -2.5928 3.5269 3.5428 -0.13 -1.23 1.19
C 4.1935 -3.6442 -0.1929 0.42 -0.33 0.80
C 3.6999 -5.0908 -0.2183 0.29 -0.25 -0.94
C -3.0778 3.0441 4.9184 0.19 0.40 0.02
C -0.1990 1.1266 2.2468 0.63 2.20 -0.36
C 2.0166 -1.6534 2.0755 0.04 -1.02 0.16
C 0.5257 0.0927 1.3241 -2.73 -0.11 0.45
C -1.3540 2.0667 -1.9458 0.86 0.89 0.26
C -4.4634 -0.4435 -1.2027 -0.16 0.27 0.03
C 3.1437 3.1499 -8.1368 0.02 0.01 -0.06
B -0.7500 -0.1924 -1.2042 0.11 0.34 -0.32
B 1.8088 0.9074 0.7599 0.70 0.34 0.03
H -1.9003 2.1319 -1.0095 0.00 -0.16 0.14
H -4.8858 3.1002 1.5351 0.36 0.43 -0.13
H 2.4605 0.3030 -0.9694 -0.33 0.52 -0.28
H 1.6731 -2.6414 5.3207 -0.18 0.13 -0.06
H -1.4882 -2.5387 2.1830 0.07 -0.04 0.26
H -4.8873 1.0726 3.6915 0.15 0.01 0.12
H 3.9696 -6.8197 1.0527 0.06 -0.26 -0.01
H -3.3627 -2.2655 -0.9897 0.17 -0.04 -0.02
H 2.8279 -1.0113 2.3981 -0.04 0.55 -0.17
H 2.4430 -4.6387 -1.6142 -0.17 -0.42 0.17
H 3.5736 1.3456 1.3118 -0.32 0.54 0.27
H 2.3358 3.7517 -4.8939 -0.08 -0.06 0.05
H -3.7188 -2.9319 3.5225 -0.32 0.04 0.13
H -4.5808 1.5378 0.8401 0.19 0.01 -0.22
H 0.0814 -1.0780 4.4842 -0.08 -0.10 -0.24
H -1.2436 0.3585 -3.9014 -0.19 -0.34 -0.04
H -4.9179 -2.2530 -0.2036 -0.13 -0.20 0.33
H 1.6793 1.3788 5.2167 0.20 0.28 0.04
H -5.2722 0.0985 -0.7222 -0.12 0.12 0.20
H 0.9592 2.5208 3.3605 0.27 0.17 -0.19
H -2.6788 -4.3107 3.3065 0.06 -0.22 0.08
H 3.5226 4.8966 -10.8058 -0.14 -0.01 0.07
H 2.0053 -2.4503 2.8152 -0.23 -0.06 0.30
H -2.4116 2.2844 5.3044 -0.07 -0.35 0.11
H 1.2083 1.7996 -5.9675 -0.09 0.08 -0.21
H 1.6698 -3.1746 0.6001 -0.38 0.07 -0.27
H 3.9004 3.1255 -5.3938 0.02 -0.09 -0.02
H 4.3504 -5.2791 1.8334 0.40 -0.07 0.07
H 2.9260 2.2111 -4.2372 -0.04 -0.01 0.00
H 0.3926 -0.2673 -3.5787 0.19 -0.24 -0.08
H -5.9545 0.6343 2.4011 -0.13 -0.21 -0.08
H -4.0934 -4.1814 2.3017 -0.29 0.12 -0.11
H -0.4132 1.9807 4.2283 -0.34 -0.01 -0.05
H -4.8426 -0.7328 -2.1743 -0.02 -0.21 -0.22
H 2.7578 1.1929 -6.5371 0.10 0.09 -0.09
H 5.2796 -3.6848 -0.1388 0.20 -0.03 0.03
H 3.9788 -3.1528 -1.1388 -0.20 0.16 -0.16
H -2.2628 -3.4236 0.8982 0.14 -0.17 -0.17
H -0.7058 -1.4038 0.5218 0.44 -0.30 -0.11
H -4.1005 2.6978 4.9138 -0.16 -0.25 -0.06
H 2.1588 0.3609 3.9088 0.09 0.13 -0.43
H 3.8706 -3.2569 1.8069 0.06 -0.13 -0.07
H 2.3665 -1.6486 -0.0713 -0.34 -0.03 -0.20
H 4.4699 3.4741 -10.3347 0.03 -0.03 0.10
H -0.6241 -2.0668 -1.8311 -0.63 -0.08 0.16
H -0.0597 -0.0702 5.9065 -0.09 -0.04 0.27
H 2.6983 -5.7079 1.5423 -0.17 -0.10 0.10
H -3.1315 4.4313 3.2800 -0.14 0.08 -0.52
H -3.0395 3.8587 5.6338 0.06 0.27 0.05
H -2.0710 2.0649 -2.7635 -0.16 -0.35 -0.13
H 4.6069 4.9921 -9.4059 0.05 -0.08 0.03
H 0.1080 1.4363 -3.9699 0.30 0.04 -0.13
H -0.8062 3.0044 -2.0335 0.03 0.20 -0.02
H 4.3861 -5.6431 -0.8648 0.24 0.07 -0.11
H -2.5342 0.6740 0.2747 -0.35 0.74 0.55
H -6.1571 2.1849 3.1679 -0.08 0.11 0.23
H -3.6586 0.2633 -1.3890 0.20 0.06 -0.06
H -1.5481 3.7956 3.6460 0.24 0.21 -0.28
```
Forces are in eV/Å.

Gap between HOMO and LUMO = 7.28 eV
Net charge = +1

Results of the Mulliken charge analysis, in e, for atoms 1 through 4:
1. Br 0.03
2. Cl 0.00
3. S -0.24
4. P -0.10


| no. | total energy (hartree) |
| --- | --- |
| 1 | -2882.929187 |
| 2 | -5956.244253 |